DFT (wB97M-V/def2-TZVPD) results for an isolated molecule of C6H9N in a non-equilibrium geometry.

For the LUMO energy, the calculation gives 0.339 eV. The calculation puts the orbital gap at 8.4 eV. The HOMO energy comes out at -8.09 eV.

Last column: natural (NBO) charge in e.
Positions of all 16 atoms, in Å:
C  -0.94781  -0.50702  -0.88370  -0.616
C  -1.26735  0.47697  1.48864  0.109
C  -0.73856  1.73636  0.84286  -0.312
C  0.33240  1.45414  0.09261  -0.159
C  0.29796  -0.06349  0.05637  0.066
C  1.46528  -0.91200  -0.37625  -0.620
N  -0.19524  -0.32433  1.42466  -0.592
H  -1.29967  -1.52088  -0.63595  0.208
H  -1.87077  0.10616  -0.92248  0.234
H  -0.53606  -0.49730  -1.88363  0.199
H  -1.22434  2.67817  1.05749  0.221
H  1.05882  2.10520  -0.39884  0.226
H  1.15705  -1.96383  -0.31981  0.213
H  1.66927  -0.68176  -1.42454  0.220
H  2.37370  -0.77948  0.21508  0.223
H  -0.27467  -1.30691  1.66750  0.380

Atoms 1-2, force components in eV/Å:
C 0.736 -0.161 -0.378
C 0.127 0.763 2.105

DFT (wB97M-V/def2-TZVPD) results for a structure of composition C4H7N2 in a non-equilibrium geometry.

For the LUMO energy, the calculation gives -5.746 eV. The calculation puts the orbital gap at 9.4 eV. The HOMO energy comes out at -15.11 eV. The total charge is +1.

Last column: natural (NBO) charge in e.
Positions of all 13 atoms, in Å:
C  -0.47762  0.94270  0.47590  0.225
C  -1.58396  0.00729  0.04379  0.229
C  -0.39873  -0.87296  -0.40707  -0.256
C  1.91791  0.27468  0.04382  -0.480
N  -2.80717  0.08932  0.07268  -0.455
N  0.49734  0.18164  0.12080  -0.196
H  -0.58450  1.89034  1.10309  0.267
H  -0.11142  -1.76083  -0.00117  0.237
H  -0.31310  -1.01176  -1.42706  0.237
H  2.46411  -0.66586  -0.31006  0.268
H  2.35385  0.49911  0.96460  0.257
H  2.38699  1.16077  -0.60484  0.279
H  -3.34370  -0.73445  -0.07448  0.389

Atoms 1-2, force components in eV/Å:
C -1.376 2.021 1.758
C 2.502 -0.245 0.030

DFT (wB97M-V/def2-TZVPD) results for a cluster of 2 separate species, C5H16OSi3 in total in a non-equilibrium geometry.

For the LUMO energy (alpha / beta), the calculation gives -0.161 / -0.189 eV. The calculation puts the orbital gap (alpha / beta) at 7.2 / 7.5 eV. The HOMO energy (alpha / beta) comes out at -7.36 / -7.69 eV.

Last column: natural (NBO) charge in e.
Positions of all 25 atoms, in Å:
C  -1.25185  -2.75823  0.36353  -0.451
C  -0.80775  -1.52082  0.19432  -0.605
C  -0.76253  0.84755  -1.74012  -1.148
C  -3.36244  0.06512  -0.35064  -1.076
C  -0.73449  1.55981  1.03539  -1.039
O  3.04069  -0.40022  0.79391  -1.272
Si  3.70031  1.15275  0.78114  1.245
Si  2.24980  -1.62191  -0.00747  1.308
Si  -1.42891  0.15898  -0.21006  1.578
H  -2.26288  -2.93411  0.59048  0.187
H  -0.59372  -3.74938  0.39507  0.198
H  -0.99522  0.19401  -2.59944  0.240
H  -1.05824  1.92262  -1.93629  0.252
H  0.32391  0.91716  -1.61573  0.231
H  -3.80829  0.17755  0.62490  0.231
H  -3.82575  0.77208  -0.91546  0.227
H  -3.67152  -0.90368  -0.76552  0.226
H  0.23983  1.61784  0.49509  0.210
H  -1.15083  2.52156  1.10820  0.231
H  -0.50185  1.15887  1.98557  0.225
H  2.97618  2.02960  -0.13676  -0.215
H  3.57379  1.57844  2.12137  -0.202
H  5.08055  1.41324  0.29820  -0.197
H  2.82043  -2.68153  0.87293  -0.174
H  2.21077  -1.51731  -1.38261  -0.212

Atoms 1-2, force components in eV/Å:
C 2.626 -1.114 0.129
C 2.580 -0.863 -0.249

DFT (wB97M-V/def2-TZVPD) results for a structure of composition C41H37N10O3PSSeV in a non-equilibrium geometry.

As for the expectation value of S²: 0.76. For the LUMO energy (alpha / beta), the calculation gives -0.585 / -0.884 eV. The calculation puts the orbital gap (alpha / beta) at 5.0 / 4.6 eV. The HOMO energy (alpha / beta) comes out at -5.55 / -5.51 eV. Its multiplicity is 2.

Last column: Löwdin spin population.
Positions of all 95 atoms, in Å:
V  0.46826  1.51799  -0.01364  0.910
N  2.69333  1.01800  2.71893  0.000
C  1.39592  1.05297  3.02351  -0.001
N  1.08630  0.78729  4.28917  0.001
C  -0.19546  0.90710  4.61718  -0.001
N  -0.53825  0.61890  5.88672  -0.001
N  -1.15616  1.33358  3.79572  0.002
C  -0.76826  1.55471  2.55396  0.001
N  0.47697  1.39568  2.06305  0.000
C  -1.74547  2.06875  1.60825  0.018
C  -2.96684  2.56911  2.03525  -0.003
C  -3.80058  3.17694  1.11969  0.020
C  -3.38332  3.23150  -0.20319  -0.004
C  -2.17925  2.66559  -0.55948  0.025
N  -1.33853  2.09961  0.32190  -0.004
H  3.32160  0.70734  3.43741  0.000
H  2.97593  1.10051  1.75269  0.000
H  0.15818  0.18357  6.46423  0.000
H  -1.51132  0.57026  6.12476  0.000
H  -3.21433  2.48461  3.08291  0.000
H  -4.75410  3.58964  1.41713  0.001
H  -4.00108  3.68997  -0.96148  -0.001
H  -1.86938  2.63853  -1.59318  0.000
O  3.09995  1.08696  -2.39797  0.000
S  3.52696  0.76243  -1.05107  0.002
O  4.84709  1.21568  -0.70650  0.000
O  2.53403  1.19411  -0.01966  0.011
C  3.50865  -1.00690  -0.91002  0.001
C  4.70668  -1.63991  -1.21853  0.000
C  4.79590  -3.01644  -1.15733  0.000
C  3.68360  -3.74867  -0.76655  0.000
C  2.49982  -3.10966  -0.44590  0.000
C  2.37630  -1.71729  -0.51403  -0.001
P  0.71793  -0.98036  -0.07246  0.003
C  0.48480  -1.67653  1.60608  -0.001
C  1.50161  -2.19091  2.40507  0.000
C  1.20747  -2.70503  3.66126  0.000
C  -0.09762  -2.71300  4.12722  0.000
C  -1.11578  -2.18776  3.34074  0.000
C  -0.82467  -1.65747  2.09520  0.000
C  -0.21922  -2.20846  -1.06873  0.001
C  -0.76835  -3.38281  -0.56688  0.000
C  -1.29530  -4.32951  -1.43259  0.000
C  -1.27976  -4.11668  -2.80134  0.000
C  -0.76346  -2.93208  -3.30629  0.000
C  -0.23444  -1.98950  -2.44400  0.000
H  5.55558  -1.02704  -1.49164  0.000
H  5.71978  -3.51997  -1.40871  0.000
H  3.73634  -4.82844  -0.70963  0.000
H  1.64783  -3.70069  -0.14152  0.000
H  2.52306  -2.20109  2.04669  0.000
H  2.00533  -3.11527  4.26818  0.000
H  -0.31874  -3.12432  5.10456  0.000
H  -2.13933  -2.20314  3.69444  0.000
H  -1.61907  -1.23754  1.47636  0.000
H  -0.78295  -3.57449  0.49724  0.000
H  -1.72982  -5.23570  -1.03064  0.000
H  -1.68758  -4.86138  -3.47333  0.000
H  -0.77836  -2.74838  -4.37352  0.000
H  0.16817  -1.06263  -2.83169  0.000
C  0.84561  2.98825  -4.87975  -0.001
N  0.64215  1.63577  -4.35286  -0.003
C  1.37392  0.56753  -5.04738  -0.001
C  0.46668  1.53514  -3.05712  -0.013
N  0.17602  1.48132  -1.92942  -0.005
H  0.61685  2.98095  -5.94385  0.000
H  1.87572  3.32629  -4.73532  0.000
H  0.16893  3.67950  -4.38143  0.000
H  1.22480  0.69486  -6.11769  0.000
H  0.98448  -0.40029  -4.73937  0.000
H  2.43598  0.60787  -4.81035  0.000
Se  -3.21561  -0.23529  -0.76808  0.018
C  -4.23057  -1.74591  -0.20075  0.002
C  -4.59900  -1.87514  1.14161  0.002
C  -5.35449  -2.95806  1.56930  0.000
C  -5.75466  -3.93483  0.66790  0.002
C  -5.38451  -3.81743  -0.66543  0.000
C  -4.63577  -2.73339  -1.09886  0.002
H  -4.29136  -1.10910  1.84407  0.000
H  -5.63623  -3.03803  2.61373  0.000
H  -6.35652  -4.77204  0.99947  0.000
H  -5.68414  -4.58085  -1.37579  0.000
H  -4.35960  -2.63972  -2.13899  0.000
N  4.16432  5.53082  -2.99435  -0.001
C  3.50372  5.25293  -2.09630  0.000
C  2.62924  4.95786  -1.00435  -0.001
C  2.40541  5.88340  0.01427  0.006
C  1.46244  5.55751  0.97371  -0.001
C  0.80349  4.34507  0.89934  0.008
N  1.04843  3.42606  -0.04841  0.000
C  1.94713  3.74961  -0.98914  0.007
H  2.94541  6.81927  0.03219  0.000
H  1.23987  6.23960  1.78180  0.000
H  0.04326  4.09104  1.62670  0.001
H  2.15198  3.01718  -1.75310  0.000

Atoms 1-2, force components in eV/Å:
V 2.305 -2.762 -0.901
N -0.209 0.023 -0.288

DFT total energy? In order: -288.6347, -265.7653, -1143.7177, -6442.9405 a.u..
Relative energy (zero: lowest compared OMol25 entry of this formula, charge and spin)? In order: 92.4, 89.9, 86.3, 18.9 kcal per mole.